Version i
Formula: C2H3IN2O
Source: OMol25
Level of theory: ωB97M-V/def2-TZVPD

The geometry in XYZ format:
```
9
Properties=species:S:1:pos:R:3
C -0.30942 -0.58790 -0.44951
C 0.75259 0.17196 1.17711
N 0.92993 -1.10719 -0.50715
N 1.54859 -0.64531 0.65413
O -0.43893 0.29614 0.47498
I 2.43408 3.31609 0.46123
H 1.68121 2.12683 1.25980
H -1.00223 -0.87073 -1.27076
H 0.88247 0.75091 2.07507
```

Properties
SMILES	c1nnco1.I
E_HOMO	-10.1	eV
frontier orbital gap	10.5	eV
molar mass	197.96	u
charge	0

---

Version ii
Formula: C2H3IN2O
Source: OMol25
Level of theory: ωB97M-V/def2-TZVPD

The geometry in XYZ format:
```
9
Properties=species:S:1:pos:R:3
C 0.54310 -0.29213 -1.15307
C 0.38971 -0.59848 0.11982
N -1.34138 1.06480 0.64940
N -0.02780 0.36802 0.97181
O -1.75411 0.87001 -0.44074
I 0.28722 0.27607 2.89208
H 0.86469 -0.81511 -2.06443
H 0.59467 0.79128 -1.43087
H 0.44390 -1.66446 0.45599
```

Properties
SMILES	C=CN(I)N=O
E_HOMO (spin up / spin down)	-8.9 / -8.9	eV
frontier orbital gap (spin up / spin down)	8.7 / 8.7	eV
molar mass	197.96	u
charge	0

---

Least stable of them? version ii.

---

Version i
Formula: C4H11S2
Source: OMol25
Level of theory: ωB97M-V/def2-TZVPD

The geometry in XYZ format:
```
17
Properties=species:S:1:pos:R:3
C -1.94368 -1.29867 -1.27319
S -3.14817 -0.27319 -0.37691
C -2.00420 1.00212 0.20441
H -1.26102 -1.74044 -0.56387
H -1.44583 -0.69586 -1.98618
H -2.50835 -2.08620 -1.77548
H -1.64690 1.66686 -0.57958
H -2.52065 1.53541 0.99923
H -1.09944 0.49990 0.52977
C 2.98670 0.21169 0.81798
C 1.47908 0.08144 0.56373
S 1.04788 0.31298 -1.20503
H 3.25827 1.23671 0.56266
H 3.55129 -0.47601 0.20060
H 3.15427 0.05499 1.88841
H 0.96813 0.86957 1.09445
H 1.13264 -0.90128 0.89898
```

Properties
E_HOMO	-2.5	eV
frontier orbital gap	5.8	eV
molar mass	123.27	u
charge	-1

---

Version ii
Formula: C4H11S2
Source: OMol25
Level of theory: ωB97M-V/def2-TZVPD

The geometry in XYZ format:
```
17
Properties=species:S:1:pos:R:3
C 3.00365 0.65564 -1.73046
S 3.52338 -0.72760 -0.70590
C 1.96620 -1.11446 0.33018
H 3.77653 1.27645 -2.23701
H 2.52410 1.24952 -0.97751
H 2.22473 0.43548 -2.40245
H 1.05150 -1.37579 -0.49770
H 2.10254 -2.02637 1.02529
H 1.59469 -0.31485 1.05452
C -3.11093 -0.34296 1.22567
C -2.54342 0.90140 0.40152
S -1.23935 0.33803 -0.89812
H -2.28300 -1.06791 1.41563
H -3.97602 -0.78301 0.67676
H -3.51514 -0.08571 2.29403
H -1.80223 1.49672 1.03081
H -3.29721 1.48544 -0.00525
```

Properties
E_HOMO	-2.4	eV
frontier orbital gap	5.6	eV
molar mass	123.27	u
charge	-1

---

Least stable of them? version ii.

---

Version i
Formula: C2H2OS3
Source: OMol25
Level of theory: ωB97M-V/def2-TZVPD

The geometry in XYZ format:
```
8
Properties=species:S:1:pos:R:3
C 0.71354 -0.73788 0.03813
C -0.47898 0.21332 0.01113
H 1.94803 1.21801 -0.01047
H -2.72283 0.25874 -0.02888
O 0.60051 -1.93501 0.06136
S 2.34342 -0.02172 -0.04602
S -1.93936 -0.82990 -0.04358
S -0.46432 1.83445 0.01833
```

Properties
SMILES	O=C(S)C(=S)S
E_HOMO	-9.5	eV
frontier orbital gap	7.8	eV
molar mass	138.24	u
charge	0

---

Version ii
Formula: C2H2OS3
Source: OMol25
Level of theory: ωB97M-V/def2-TZVPD

The geometry in XYZ format:
```
8
Properties=species:S:1:pos:R:3
C -0.80717 -0.53116 -0.08006
C 0.49427 0.20518 -0.12114
H 0.29289 -2.10977 0.49955
H 1.05943 2.73347 -0.17217
O -0.61099 -1.86313 0.33188
S -2.35612 0.10634 -0.32148
S -0.04922 1.79691 0.16029
S 1.97689 -0.33784 -0.29687
```

Properties
SMILES	OC(=S)C(=S)S
E_HOMO	-8.9	eV
frontier orbital gap	7.0	eV
molar mass	138.24	u
charge	0

---

Least stable of them? version ii.